Entry 1:
The following is a DFT calculation (ωB97M-V with the def2-TZVPD basis set) of 17 unconnected molecules or ions with the total composition C18H56N17O33S.

The gap between HOMO and LUMO is 8.407 eV. Its charge is +1. The LUMO energy comes out at -3.557 eV.

The geometry in XYZ format:
```
125
Properties=species:S:1:pos:R:3:mulliken_charge:R:1
S -0.99 0.64 4.43 0.386
O 4.17 2.08 3.60 -0.531
O -0.57 -3.45 -6.69 -0.515
O 9.22 -2.72 4.41 -0.499
O -1.31 -0.90 10.53 -0.495
O -5.27 8.41 -4.49 -0.524
O 6.65 4.14 -1.70 -0.527
O -1.33 -5.29 -5.87 -0.529
O 4.98 -1.91 4.73 -0.579
O 3.45 -0.81 -4.73 -0.565
O -4.42 8.51 -2.51 -0.523
O -1.88 -4.99 5.56 -0.516
O -0.57 -0.26 -6.31 -0.496
O 2.20 1.61 4.29 -0.688
O 8.93 -1.09 5.78 -0.537
O 7.64 -2.09 -12.10 -0.533
O -6.50 4.36 -0.88 -0.532
O 4.83 -4.39 -6.77 -0.549
O -12.44 0.42 0.58 -0.510
O 4.16 0.58 -0.07 -0.620
O -9.58 1.89 2.07 -0.449
O 4.63 -0.35 6.17 -0.550
O -12.64 -1.70 0.25 -0.521
O -8.39 3.45 2.97 -0.531
O -0.19 -0.02 -4.20 -0.526
O -1.03 -3.14 4.86 -0.572
O 5.57 -5.62 -8.37 -0.492
O -1.90 -1.08 8.47 -0.611
O 4.88 5.38 -1.85 -0.534
O 4.49 -1.54 0.01 -0.549
O -4.20 2.45 3.47 -0.465
O 6.84 -0.96 -10.45 -0.526
O -4.90 2.92 -0.88 -0.571
O 2.40 -2.59 -4.12 -0.586
N -1.83 -3.78 5.52 0.942
N 7.10 -2.00 -11.02 0.891
N 5.51 4.45 -1.39 0.914
N -1.37 -4.09 -6.05 0.861
N -12.06 -0.65 0.14 0.868
N -9.44 2.88 2.77 0.819
N -0.49 2.10 5.04 -0.468
N 4.40 -0.50 -0.60 0.990
N -5.09 7.98 -3.37 0.862
N 3.24 1.33 3.69 1.037
N 9.05 -1.55 4.66 0.877
N -5.95 3.36 -0.46 0.929
N 5.04 -5.47 -7.29 0.830
N 5.16 -1.39 5.81 0.963
N -1.23 -0.59 9.37 0.877
N 2.84 -1.84 -4.97 1.067
N -0.05 0.30 -5.37 0.899
C 2.61 -2.21 -6.39 -0.378
C -0.23 0.45 9.02 -0.460
C 4.85 3.59 -0.36 -0.369
C -2.48 -3.33 -5.42 -0.666
C -2.81 -3.01 6.32 -0.429
C 4.63 -6.70 -6.56 -0.734
C -5.75 6.68 -3.03 -0.687
C -2.79 0.66 4.37 -0.161
C 4.60 -0.53 -2.07 -0.705
C -6.60 2.62 0.65 -0.369
C -3.50 2.01 4.64 -0.698
C -10.66 3.43 3.43 -0.750
C 3.36 0.00 3.06 -0.323
C 6.72 -3.27 -10.34 -0.663
C 0.84 1.45 -5.65 -0.682
C 6.09 -2.07 6.75 -0.510
C -10.76 -0.64 -0.58 -0.655
C 8.98 -0.61 3.51 -0.732
H -7.51 3.12 0.92 0.223
H 4.21 -0.51 3.52 0.156
H 3.85 -1.19 -2.48 0.239
H 3.06 -1.45 -7.02 0.328
H -2.82 2.79 4.97 0.391
H 2.44 -0.56 3.23 0.193
H 9.92 -0.68 2.97 0.294
H 3.08 -3.17 -6.56 0.079
H -10.78 4.45 3.08 0.311
H 4.82 2.58 -0.75 -0.021
H 4.49 0.47 -2.46 0.257
H -2.25 -2.39 7.02 0.168
H -2.03 -2.59 -4.76 0.234
H -4.28 1.84 5.39 0.322
H -3.39 -2.40 5.63 0.175
H -6.79 1.61 0.30 0.294
H 7.63 -3.85 -10.20 0.273
H 0.52 2.05 5.17 0.370
H -3.45 -3.71 6.85 0.321
H -10.86 0.04 -1.42 0.283
H 0.44 2.31 -5.13 0.293
H 6.04 -3.80 -10.99 0.278
H 3.93 -7.23 -7.19 0.304
H -3.53 2.80 2.87 0.297
H 6.15 -1.49 7.66 0.292
H 5.52 -7.29 -6.40 0.288
H 8.83 0.39 3.90 0.309
H -3.03 -2.83 -6.22 0.265
H 0.87 1.62 -6.72 0.305
H -10.00 -0.28 0.11 0.220
H -0.27 0.62 7.95 0.021
H -5.37 5.94 -3.73 0.273
H 4.18 -6.40 -5.62 0.313
H 5.69 -3.06 6.94 0.291
H -11.50 2.81 3.15 0.297
H -10.48 3.41 4.50 0.302
H -3.10 0.30 3.38 0.552
H -3.11 -4.02 -4.88 0.325
H 7.06 -2.13 6.25 0.083
H -10.54 -1.64 -0.91 0.319
H -0.49 1.35 9.57 0.304
H 1.83 1.19 -5.26 0.211
H 8.15 -0.92 2.89 0.290
H 6.26 -3.03 -9.39 0.278
H 5.45 3.64 0.54 0.292
H 3.52 0.16 2.00 0.117
H -5.89 2.62 1.48 0.050
H -0.72 2.87 4.42 0.325
H 3.85 3.98 -0.19 0.291
H 5.60 -0.91 -2.25 0.314
H 1.53 -2.26 -6.55 0.117
H -5.50 6.43 -2.01 0.319
H -0.62 0.66 3.14 0.194
H 0.75 0.08 9.32 0.301
H -3.10 -0.08 5.11 -0.022
H -6.82 6.82 -3.15 0.279
```

***

Entry 2:
The following is a DFT calculation (ωB97M-V with the def2-TZVPD basis set) of a molecular structure, C3H3BrO2S2.

The gap between HOMO and LUMO is 9.304 eV. The LUMO energy comes out at -0.448 eV.

The geometry in XYZ format:
```
11
Properties=species:S:1:pos:R:3:mulliken_charge:R:1
Br 2.35 0.22 -0.29 -0.053
S -0.07 0.45 -2.30 -0.091
S -0.64 1.63 0.16 -0.105
O -1.38 2.78 -2.12 -0.449
O -0.17 -1.05 0.01 -0.233
C -0.84 1.89 -1.56 0.495
C 0.44 0.02 -0.48 0.237
C 0.06 -1.41 1.38 -0.691
H 0.99 -1.93 1.56 0.324
H -0.01 -0.50 2.00 0.332
H -0.75 -2.12 1.64 0.233
```

***

Entry 3:
The following is a DFT calculation (ωB97M-V with the def2-TZVPD basis set) of a molecular structure, C35H45ClGeN4Zn.

The gap between HOMO and LUMO is 6.244 eV. The value obtained for the energy above the lowest of the compared OMol25 structures with the same formula, charge and spin is 0.4 kcal/mol. The LUMO energy comes out at -0.564 eV.

The geometry in XYZ format:
```
87
Properties=species:S:1:pos:R:3:mulliken_charge:R:1
Ge -3.31 1.84 -1.50 0.666
Zn -1.05 -0.87 -1.57 0.322
Cl 0.91 5.07 -4.43 -0.225
N 1.09 -0.61 -1.39 0.278
N 0.69 2.33 -1.60 0.372
N -0.68 -0.66 0.56 0.577
N -7.44 -4.77 -0.74 -0.557
C -4.07 -4.05 -0.10 -0.858
C -5.27 1.90 -1.38 -1.329
C -0.43 0.82 5.33 -1.616
C -4.97 -4.15 -1.16 0.554
C 3.85 -0.42 -0.99 -0.085
C 2.96 -0.45 0.07 0.142
C -1.38 -0.61 2.83 -0.658
C -0.06 -0.51 3.27 0.222
C -2.72 0.10 -2.11 -1.144
C -1.64 -0.67 1.48 -1.503
C 1.75 -0.34 5.03 -2.101
C 0.70 3.07 -0.49 -0.253
C -2.79 3.26 -2.75 -1.133
C 0.84 4.34 -2.87 0.402
C -2.27 -3.43 -1.62 0.172
C 0.93 -0.50 2.29 0.064
C 0.76 2.96 -2.76 -0.880
C 1.93 -0.60 -2.42 -1.142
C 5.83 1.00 -1.50 -1.636
C -2.76 -3.71 -0.33 -0.256
C 3.30 -0.50 -2.27 -0.286
C 0.76 4.46 -0.50 -0.974
C 1.59 -0.55 -0.16 -0.319
C -4.51 -3.90 -2.46 -0.594
C -0.91 -2.94 -1.83 -1.625
C 0.83 5.11 -1.72 -0.278
C -0.31 -1.68 5.45 -1.628
C 0.59 -0.58 0.94 -0.666
C 5.76 -0.24 0.66 -2.072
C -3.19 -3.55 -2.68 -0.345
C 6.04 -1.50 -1.46 -1.646
C 0.25 -0.43 4.76 1.924
C -6.34 -4.49 -0.93 0.001
C 5.36 -0.29 -0.81 1.910
C -2.66 2.32 0.31 -0.690
H -2.87 4.25 -2.29 0.337
H 3.93 -0.49 -3.15 0.502
H 5.71 -2.43 -1.01 0.371
H 6.91 1.11 -1.38 0.451
H -5.63 1.18 -0.64 0.350
H 1.97 -0.43 2.58 0.551
H -2.66 -0.74 1.10 0.824
H 2.28 -1.22 4.67 0.407
H 0.74 2.34 -3.66 0.425
H -4.41 -4.26 0.91 0.447
H -2.68 3.40 0.44 0.461
H 5.35 1.87 -1.05 0.373
H -3.46 -0.64 -1.77 0.303
H -5.72 1.64 -2.34 0.382
H -0.51 -3.17 -2.82 0.721
H 7.12 -1.43 -1.33 0.464
H -3.30 1.87 1.07 0.368
H 5.46 -1.15 1.20 0.407
H -0.23 -3.30 -1.06 0.556
H 0.87 6.19 -1.79 0.442
H 5.32 0.62 1.17 0.402
H 0.75 5.01 0.42 0.440
H -0.23 0.89 6.40 0.453
H 5.84 -1.55 -2.53 0.333
H 3.33 -0.40 1.08 0.507
H -5.63 2.89 -1.09 0.369
H 1.91 -0.28 6.11 0.427
H -2.82 0.09 -3.20 0.689
H 6.84 -0.15 0.74 0.422
H -1.38 -1.77 5.32 0.327
H 0.16 -2.59 5.05 0.367
H -5.20 -3.98 -3.29 0.447
H 1.49 -0.67 -3.41 0.537
H 0.66 2.53 0.45 0.456
H -0.10 -1.63 6.52 0.463
H -2.86 -3.35 -3.69 0.367
H -0.05 1.73 4.85 0.366
H -1.77 3.13 -3.12 0.228
H -3.46 3.24 -3.61 0.417
H -1.64 1.97 0.47 -0.273
H 5.60 1.00 -2.56 0.339
H -1.51 0.79 5.19 0.324
H 2.20 0.54 4.58 0.415
H -2.20 -0.62 3.53 0.526
H -2.07 -3.65 0.51 0.406
```

***

Entry 4:
The following is a DFT calculation (ωB97M-V with the def2-TZVPD basis set) of a molecular structure, C27H32ClN3O5STm.

The gap between HOMO and LUMO (spin up / spin down) is 3.391 / 4.189 eV. The spin multiplicity is 3. Its charge is -1. The value obtained for the energy above the lowest of the compared OMol25 structures with the same formula, charge and spin is 0.0 kcal/mol. The LUMO energy (spin up / spin down) comes out at 2.491 / 2.490 eV.

The geometry in XYZ format:
```
70
Properties=species:S:1:pos:R:3:mulliken_spin:R:1
Tm 1.16 0.00 0.30 1.100
Cl 2.53 -0.08 -1.79 -0.002
S -2.03 0.00 1.73 0.067
O -2.36 0.84 3.14 0.006
O 0.62 4.01 -1.59 -0.001
O 1.61 0.04 2.82 0.086
O -2.06 1.02 0.65 0.013
O 0.53 -4.04 -1.55 -0.003
N -0.39 -0.14 1.94 0.014
N 0.45 -2.17 -0.33 -0.014
N 0.56 2.14 -0.37 -0.011
C -0.06 -2.87 -1.32 -0.002
C -2.53 0.16 5.42 -0.096
C 2.75 2.30 0.77 0.000
C 1.73 4.14 -0.62 0.000
C -1.30 -0.01 -2.23 -0.014
C -1.33 1.23 -4.30 -0.002
C 1.48 3.03 0.39 0.004
C 0.34 0.04 3.06 0.356
C -1.23 1.22 -2.91 0.002
C 0.27 -0.15 5.55 0.188
C -1.72 0.39 4.31 0.161
C -1.21 2.51 -2.12 0.003
C 0.65 -3.57 1.70 0.001
C 2.66 -2.38 0.83 -0.018
C 1.61 -4.20 -0.55 0.005
C -1.51 -2.49 -5.13 0.000
C 0.79 3.54 1.65 0.000
C 0.03 2.85 -1.35 -0.002
C -1.25 -2.54 -2.16 -0.006
C -0.35 0.17 4.33 -0.093
C -1.35 -1.22 -4.32 0.002
C -1.49 2.51 -5.09 0.000
C -1.36 0.01 -4.97 0.000
C -1.25 -1.23 -2.92 0.005
C -1.91 -0.19 6.61 0.286
C -0.51 -0.28 6.70 -0.109
C 1.36 -3.08 0.45 -0.019
H 3.33 -3.11 1.28 -0.002
H -1.59 -2.26 -6.20 0.000
H -2.40 3.05 -4.80 0.000
H 1.71 5.16 -0.21 0.000
H -3.61 0.22 5.32 -0.009
H 1.54 -5.21 -0.13 0.000
H -1.41 -3.38 -2.83 0.000
H 1.34 -4.19 2.28 0.002
H 3.45 3.01 1.22 0.000
H -1.42 -0.01 -1.15 0.009
H 2.56 1.52 1.54 -0.004
H 3.21 1.84 -0.12 0.001
H -0.63 3.18 -4.95 0.000
H -0.08 4.16 1.40 -0.001
H 2.66 3.99 -1.18 0.000
H 0.33 -2.72 2.32 0.005
H -1.43 3.37 -2.76 0.000
H 2.55 -4.08 -1.09 0.001
H -1.57 2.30 -6.16 0.000
H 0.44 2.70 2.27 0.016
H 2.49 -1.59 1.59 0.001
H -1.41 0.02 -6.04 0.000
H -2.52 -0.42 7.47 0.040
H 1.33 -0.37 5.57 0.042
H -2.09 -2.49 -1.45 0.000
H 3.13 -1.95 -0.06 0.002
H -0.65 -3.16 -5.00 0.000
H 1.50 4.13 2.23 0.001
H -0.24 -4.15 1.44 -0.002
H -1.99 2.42 -1.36 -0.002
H -0.05 -0.48 7.66 -0.007
H -2.42 -3.03 -4.84 0.000
```

***

Entry 5:
The following is a DFT calculation (ωB97M-V with the def2-TZVPD basis set) of 2 unconnected molecules or ions with the total composition C6H13O3Si.

The gap between HOMO and LUMO (spin up / spin down) is 5.734 / 5.735 eV. Its charge is -1. The value obtained for the energy above the lowest of the compared OMol25 structures with the same formula, charge and spin is 48.4 kcal/mol. The LUMO energy (spin up / spin down) comes out at 3.736 / 3.735 eV.

The geometry in XYZ format:
```
23
Properties=species:S:1:pos:R:3:mulliken_charge:R:1
Si -0.04 -0.30 0.05 0.444
O -2.30 3.26 -0.52 -0.580
O -1.78 1.94 -2.32 -0.436
O -1.08 1.86 1.52 -0.578
C 0.42 -1.79 1.20 -1.517
C -1.78 2.50 -1.30 0.692
C -1.82 -0.88 -0.59 -1.161
C -0.19 1.51 0.49 0.183
C 0.91 2.58 0.23 -1.028
C 1.15 -0.51 -1.51 -1.230
H 1.25 3.06 1.20 0.269
H 0.54 -1.25 -2.08 0.315
H 2.15 -1.06 -1.30 0.239
H 0.49 3.42 -0.37 0.218
H -2.03 -0.72 -1.67 0.295
H 1.88 2.27 -0.26 0.273
H 1.02 -2.64 0.93 0.456
H -2.57 -0.27 0.05 0.216
H 1.06 -1.54 2.09 0.376
H -1.95 -1.98 -0.29 0.341
H -1.53 2.67 1.17 0.382
H -0.37 -2.39 1.69 0.381
H 1.29 0.26 -2.18 0.448
```

***

Entry 6:
The following is a DFT calculation (ωB97M-V with the def2-TZVPD basis set) of a molecular structure, C64H64AsCsN2O6S.

The gap between HOMO and LUMO is 5.859 eV. Its charge is -2. The value obtained for the energy above the lowest of the compared OMol25 structures with the same formula, charge and spin is 64.6 kcal/mol. The LUMO energy comes out at 3.645 eV.

The geometry in XYZ format:
```
139
Properties=species:S:1:pos:R:3:mulliken_charge:R:1
Cs -0.05 -1.49 -0.32 3.551
As -2.03 1.81 -1.84 1.073
S -2.41 -1.65 -2.64 1.231
O 1.49 -1.92 1.51 -0.724
O -3.72 -1.11 -2.96 -0.848
O -2.27 -2.03 -1.24 -0.908
O 4.65 -4.18 -0.86 -0.386
O 1.92 -1.85 -1.52 -1.088
O 3.76 -4.75 1.15 -0.244
N -1.19 -0.74 -2.96 0.395
N 0.81 1.03 -2.87 -0.001
C 2.93 -2.17 -4.23 0.368
C -2.30 -3.15 -3.63 -0.334
C -2.37 0.99 3.10 -0.320
C -1.63 -0.18 3.26 0.246
C 2.55 -2.70 1.80 2.627
C 6.10 -1.78 2.97 -0.901
C -2.18 -5.34 -5.31 -0.712
C -5.57 3.41 -1.66 -0.307
C 0.11 -5.61 -2.00 -1.127
C 1.61 -3.40 5.44 -0.812
C -3.41 -4.93 -4.79 -0.614
C 1.09 0.97 -5.28 1.341
C -1.77 2.23 3.12 1.156
C 5.17 0.06 1.75 -0.887
C 4.22 -6.51 -0.42 -1.665
C -0.71 -0.32 -4.15 0.255
C 1.36 -4.65 2.99 -0.441
C -1.17 -0.67 -5.42 -0.506
C -4.71 5.83 -0.63 -0.830
C 0.76 -5.19 4.11 -0.775
C 2.05 -4.17 -2.20 0.671
C 0.71 -6.56 -2.81 -0.843
C -6.30 4.57 -1.89 -0.656
C 3.86 -1.94 2.08 0.343
C -1.32 3.65 -2.10 -1.481
C -0.26 -0.09 3.46 0.001
C -2.56 3.50 2.94 -1.656
C -1.08 -3.56 -4.13 0.592
C -3.99 4.68 -0.39 -0.131
C 3.55 -1.55 -5.30 -0.605
C 5.55 -1.33 -4.00 -0.863
C -3.08 1.96 -3.49 -1.371
C 1.98 -6.32 -3.32 -1.118
C 0.58 0.56 -6.53 -0.854
C -0.53 -0.23 -6.58 -1.106
C 0.37 1.15 3.49 1.166
C 2.64 -5.13 -3.02 -0.003
C 1.90 1.75 -2.78 -0.780
C -0.39 2.30 3.32 -0.867
C 2.90 -3.72 0.64 -1.829
C 4.92 -2.49 2.79 -0.236
C 2.21 -2.86 4.32 -0.119
C 3.66 -3.18 -0.58 -0.445
C 4.87 -1.11 -5.19 -0.744
C 6.23 -0.50 2.46 -0.711
C -3.47 -3.82 -3.95 -0.628
C 0.88 -4.58 5.35 -0.653
C 0.77 -4.43 -1.71 0.336
C 0.42 0.58 -4.08 0.057
C 6.06 -5.25 0.76 -1.983
C 4.66 -5.16 0.16 1.208
C -1.02 -4.66 -4.98 -0.419
C 4.00 -0.66 1.56 -0.971
C 2.25 1.76 -5.14 -0.995
C 3.60 -2.39 -3.03 -0.463
C -3.62 2.21 -0.62 -0.559
C -5.88 5.79 -1.38 -0.424
C 2.11 -3.47 3.06 -0.194
C -2.30 -1.53 3.24 -1.480
C 4.92 -1.97 -2.93 -0.743
C 2.75 -2.86 -1.82 1.691
C 1.86 1.21 3.70 -1.512
C -4.40 3.44 -0.89 0.387
C 2.68 2.12 -3.90 -0.821
H -5.92 2.47 -2.06 0.431
H 6.77 -5.58 0.00 0.401
H -4.22 1.31 -0.74 0.667
H -3.59 3.28 2.65 0.303
H 6.34 -4.27 1.12 0.460
H -0.93 -0.53 -7.55 0.302
H -3.71 1.08 -3.60 0.147
H 2.45 -7.05 -3.96 0.375
H 2.26 2.21 3.53 0.298
H 0.10 3.28 3.33 0.272
H 0.20 -6.12 4.02 0.398
H 0.19 -7.48 -3.05 0.372
H -3.70 2.86 -3.45 0.564
H -4.40 -3.46 -3.54 0.491
H 1.25 -5.15 2.04 0.196
H 4.85 -6.77 -1.28 0.312
H 2.78 2.06 -6.04 0.342
H 4.16 -2.25 -0.33 1.224
H -2.11 4.39 -2.25 0.473
H 6.05 -5.95 1.60 0.339
H 0.40 -5.00 6.23 0.378
H -2.58 4.08 3.86 0.520
H 2.77 -1.93 4.41 0.327
H 2.20 2.06 -1.78 0.479
H 3.17 -0.26 0.99 0.787
H -2.42 2.02 -4.35 0.431
H 5.27 1.06 1.34 0.458
H 6.92 -2.24 3.51 0.411
H -2.90 -1.64 2.33 0.289
H 1.09 0.89 -7.43 0.314
H -2.14 -6.18 -5.98 0.379
H 5.48 -2.15 -2.02 0.403
H 6.58 -1.00 -3.90 0.401
H 3.63 -4.94 -3.42 0.516
H -0.69 3.60 -2.99 0.409
H -3.08 4.71 0.20 0.417
H -3.45 0.92 2.94 0.326
H -2.96 -1.65 4.10 0.415
H 3.19 -6.45 -0.74 0.240
H -3.19 2.22 0.39 -0.432
H 2.11 0.90 4.72 0.396
H -0.19 -2.99 -3.88 -0.299
H 1.95 -4.16 0.31 1.057
H -0.07 -4.99 -5.36 0.446
H 0.33 -0.99 3.56 -0.086
H -0.69 3.96 -1.26 0.259
H 3.00 -1.39 -6.22 0.397
H -7.22 4.52 -2.47 0.371
H -6.45 6.69 -1.56 0.359
H 1.90 -2.48 -4.32 0.066
H 1.70 -2.90 6.40 0.390
H -2.05 -1.30 -5.49 0.739
H -4.32 -5.46 -5.06 0.380
H 5.35 -0.61 -6.02 0.334
H -1.55 -2.32 3.25 0.071
H -4.36 6.78 -0.23 0.377
H 4.82 -3.50 3.19 0.543
H -0.89 -5.78 -1.61 0.385
H 4.31 -7.29 0.35 0.457
H 2.34 0.51 3.02 0.219
H -2.12 4.12 2.16 0.231
H 7.15 0.06 2.60 0.359
H 0.29 -3.66 -1.11 -1.679
H 3.58 2.70 -3.76 0.395
```

***

| no. | F_max (eV/A) | DFT total energy (eV) | M (g/mol) |
| --- | --- | --- | --- |
| 1 | 1.01 | -123255.966 | 1070.80 |
| 2 | 3.51 | -98966.287 | 215.09 |
| 3 | 0.30 | -160443.005 | 695.23 |
| 4 | 3.92 | -96116.437 | 715.02 |
| 5 | 4.15 | -20452.553 | 161.25 |
| 6 | 3.77 | -154894.597 | 1197.12 |